(1)
{"formula": "C9H21AlF3IOP2", "method": "the ωB97M-V functional and the def2-TZVPD basis", "symbols": ["C", "I", "H", "H", "H", "Al", "P", "C", "C", "H", "H", "H", "H", "H", "H", "C", "H", "H", "H", "P", "C", "C", "H", "H", "H", "C", "H", "H", "H", "H", "H", "H", "C", "O", "F", "C", "F", "F"], "coordinates": [[0.970101, -2.600472, -1.531800], [0.851673, -0.766648, -2.857490], [0.549521, -2.364474, -0.545750], [2.037591, -2.862116, -1.543475], [0.390149, -3.365269, -2.082817], [0.157146, 0.212000, -0.619259], [1.957179, 0.008535, 0.911141], [3.462195, 0.749986, 0.175262], [1.958341, 0.824618, 2.538140], [2.943133, 0.682721, 2.998500], [3.597902, -1.479139, 1.866919], [1.197647, 0.356763, 3.174599], [1.937282, -2.068058, 2.162963], [3.270337, 1.801113, -0.076118], [1.756936, 1.895461, 2.437075], [2.610119, -1.628957, 1.415157], [4.273530, 0.704694, 0.918243], [2.697901, -2.295297, 0.551936], [3.740475, 0.203970, -0.739297], [-2.175719, -0.179402, -0.467312], [-2.953540, 0.470842, -1.989632], [-2.901486, -1.856687, -0.441125], [-2.994649, 0.188671, 1.773699], [-4.282578, 0.362766, 0.553564], [-3.106952, 1.687064, 0.802031], [-3.239659, 0.602568, 0.789628], [-2.804486, -2.281819, 0.565840], [-3.970881, -1.783718, -0.687084], [-4.042922, 0.336071, -1.904207], [-2.560688, -0.063312, -2.866238], [-2.388478, -2.498208, -1.167912], [-2.727665, 1.538674, -2.089845], [0.556250, 2.372810, -2.045472], [0.619232, 3.445307, -2.404146], [0.802716, 2.937837, 0.522723], [-0.252128, 2.042620, 0.391625], [-0.684197, 1.838315, 1.687949], [-1.251325, 2.830169, -0.178015]], "forces_ev_per_angstrom": [[0.04, -0.40, -1.29], [0.25, -1.45, 0.38], [0.18, -0.06, -0.39], [-0.49, 0.25, 0.19], [0.23, 0.55, 0.44], [-0.59, 2.58, 1.39], [2.43, -0.65, 1.21], [-0.35, 0.18, -0.65], [-0.87, 0.29, 0.12], [-0.13, -0.12, -0.30], [-0.24, -0.01, -0.12], [0.14, 0.25, -0.05], [0.19, -0.03, -0.20], [0.12, -0.21, 0.03], [0.00, -0.27, 0.12], [-0.50, -0.16, -0.27], [-0.33, -0.09, -0.27], [0.11, 0.02, 0.32], [0.08, 0.22, 0.31], [-2.66, -0.72, -0.35], [0.66, 0.24, -0.31], [0.61, -0.30, 0.10], [-0.10, 0.20, -0.10], [0.28, -0.08, -0.14], [-0.05, -0.22, 0.07], [0.62, 0.31, 0.59], [0.02, -0.02, -0.27], [0.39, 0.03, 0.01], [0.43, -0.02, -0.04], [-0.29, 0.16, 0.14], [-0.27, -0.03, 0.16], [-0.12, -0.16, -0.05], [0.26, 2.27, -1.20], [-0.07, -2.01, 0.58], [-0.41, -0.88, -0.15], [-0.43, 1.41, 0.66], [0.30, -0.25, -0.86], [0.53, -0.82, 0.20]], "lowdin_charge": [-0.3173, 1.2242, -0.0145, 0.0320, 0.0436, -0.0890, 0.8053, -0.2079, -0.2036, 0.0819, 0.0761, 0.0732, 0.0724, 0.0621, 0.0588, -0.2172, 0.0801, 0.0303, 0.0596, 0.7916, -0.2170, -0.2218, 0.0717, 0.0805, 0.0578, -0.2037, 0.0681, 0.0765, 0.0807, 0.0499, 0.0504, 0.0608, -0.0197, 0.2004, 0.0197, -0.6441, 0.0345, 0.0138], "charge": 2, "homo_lumo_gap_ev": 8.74, "spin_multiplicity": 1}

(2)
{"formula": "C42H112O14", "method": "the ωB97M-V functional and the def2-TZVPD basis", "symbols": ["C", "C", "C", "O", "H", "H", "H", "H", "H", "H", "H", "H", "C", "C", "C", "O", "H", "H", "H", "H", "H", "H", "H", "H", "C", "C", "C", "O", "H", "H", "H", "H", "H", "H", "H", "H", "C", "C", "C", "O", "H", "H", "H", "H", "H", "H", "H", "H", "C", "C", "C", "O", "H", "H", "H", "H", "H", "H", "H", "H", "C", "C", "C", "O", "H", "H", "H", "H", "H", "H", "H", "H", "C", "C", "C", "O", "H", "H", "H", "H", "H", "H", "H", "H", "C", "C", "C", "O", "H", "H", "H", "H", "H", "H", "H", "H", "C", "C", "C", "O", "H", "H", "H", "H", "H", "H", "H", "H", "C", "C", "C", "O", "H", "H", "H", "H", "H", "H", "H", "H", "C", "C", "C", "O", "H", "H", "H", "H", "H", "H", "H", "H", "C", "C", "C", "O", "H", "H", "H", "H", "H", "H", "H", "H", "C", "C", "C", "O", "H", "H", "H", "H", "H", "H", "H", "H", "C", "C", "C", "O", "H", "H", "H", "H", "H", "H", "H", "H"], "coordinates": [[-2.652266, -2.199727, 2.255231], [-2.257172, -3.058816, 3.407866], [-0.844278, -3.569641, 3.251872], [-2.452361, -2.503109, 4.729667], [-3.698431, -1.896064, 2.292962], [-2.498398, -2.559779, 1.237987], [-2.128572, -1.258251, 2.420999], [-3.004056, -3.852601, 3.421119], [-0.145888, -3.251421, 2.477861], [-0.934201, -4.652811, 3.169624], [-0.315552, -3.566664, 4.205040], [-1.618353, -2.292242, 5.155759], [-2.910544, 1.812413, -2.668447], [-4.249038, 2.308387, -3.327191], [-4.621406, 1.576744, -4.601890], [-5.297536, 1.963818, -2.442040], [-2.146361, 1.857733, -3.444378], [-2.984080, 0.776044, -2.338873], [-2.607017, 2.379770, -1.788633], [-4.193566, 3.371522, -3.561216], [-3.734540, 1.652978, -5.230990], [-5.378961, 2.081357, -5.201528], [-4.926769, 0.530499, -4.617022], [-5.104022, 1.086244, -2.104368], [2.778564, -3.916080, -4.610268], [2.993358, -3.850841, -3.094523], [2.271298, -2.657251, -2.514469], [2.559880, -5.032112, -2.393782], [2.928045, -4.927967, -4.986896], [3.467877, -3.297347, -5.184817], [1.706967, -3.779445, -4.755582], [4.069686, -3.770457, -2.942344], [2.461971, -2.747243, -1.445056], [1.216689, -2.719053, -2.782955], [2.673117, -1.719751, -2.898837], [1.603851, -5.039613, -2.306893], [2.379769, -2.440463, 4.297500], [2.246408, -2.670823, 5.831361], [2.861525, -1.487619, 6.574792], [0.939615, -2.879308, 6.249394], [3.249621, -1.821676, 4.077129], [1.422854, -2.165798, 3.853670], [2.528097, -3.452065, 3.919667], [2.789256, -3.592357, 6.041548], [3.945970, -1.386568, 6.617939], [2.553147, -1.604697, 7.613688], [2.373034, -0.541173, 6.343023], [0.973367, -3.036106, 7.195902], [-1.628634, -5.755608, -0.109058], [-0.350728, -5.046821, -0.391103], [0.913870, -5.676540, 0.357294], [-0.011667, -5.137798, -1.784166], [-2.074385, -5.497011, 0.851430], [-1.441920, -6.826236, -0.025357], [-2.355502, -5.615496, -0.909137], [-0.404359, -4.009761, -0.059837], [1.843753, -5.156721, 0.587938], [1.347361, -6.586084, -0.058556], [0.512351, -5.961074, 1.329881], [-0.833331, -5.278369, -2.260289], [1.165407, 2.244783, 5.065442], [-0.303847, 2.451607, 4.791327], [-1.018209, 3.161470, 5.949431], [-0.505493, 3.146151, 3.630129], [1.637130, 1.762038, 4.209554], [1.379730, 1.711615, 5.991662], [1.545793, 3.250618, 5.243479], [-0.812920, 1.519675, 4.545467], [-0.791378, 2.639192, 6.878883], [-2.088448, 3.083859, 5.757952], [-0.745537, 4.208311, 6.083079], [0.066603, 2.694330, 3.005501], [5.220298, 1.684933, -0.013397], [4.803490, 2.615761, 1.117327], [3.553697, 2.139086, 1.881459], [5.842152, 2.543558, 1.994111], [4.393486, 1.533578, -0.707353], [5.668705, 0.799737, 0.437674], [6.082404, 2.144438, -0.496845], [4.566274, 3.629083, 0.793272], [2.849282, 1.888011, 1.088445], [3.115451, 2.928138, 2.492557], [3.673696, 1.169013, 2.363801], [5.334433, 2.650606, 2.801794], [-5.466120, -3.137246, -0.158769], [-4.727444, -1.935287, -0.710283], [-4.095553, -2.121750, -2.031518], [-5.631391, -0.835746, -0.892508], [-6.237910, -2.826023, 0.545207], [-4.786371, -3.771293, 0.410448], [-6.014242, -3.749441, -0.874923], [-4.094521, -1.544631, 0.086517], [-3.374831, -2.939466, -2.034868], [-3.616621, -1.201844, -2.366915], [-4.880148, -2.354891, -2.751347], [-6.311449, -1.171438, -1.481094], [-6.025542, 3.890874, 1.558973], [-5.617669, 2.439642, 1.121594], [-4.103229, 2.199893, 1.169295], [-6.415800, 1.461413, 1.793676], [-5.653731, 4.483166, 0.722879], [-5.653373, 4.261651, 2.514019], [-7.114392, 3.854508, 1.593278], [-5.921489, 2.263853, 0.089663], [-3.508630, 2.855343, 0.532949], [-3.953924, 1.172652, 0.836767], [-3.725598, 2.409672, 2.170041], [-6.166499, 0.604305, 1.440389], [1.454776, 5.405961, 1.727416], [1.415480, 6.029594, 0.334052], [2.063804, 7.406677, 0.243842], [2.268946, 5.173574, -0.338115], [2.341601, 5.585744, 2.335147], [1.209107, 4.350484, 1.610256], [0.658450, 5.927020, 2.258888], [0.430912, 5.947725, -0.126411], [2.075008, 7.995009, 1.161364], [1.454769, 7.963622, -0.468185], [3.132962, 7.407956, 0.031717], [2.099582, 5.246320, -1.280251], [1.192937, 5.005900, -5.332781], [0.443553, 5.240349, -4.017640], [-0.415212, 3.966109, -3.647384], [1.358968, 5.326578, -2.971005], [0.745176, 4.158747, -5.852334], [2.203617, 4.635322, -5.161616], [1.274145, 5.944740, -5.880576], [-0.166990, 6.143301, -4.023272], [-1.325582, 3.819910, -4.228728], [-0.801433, 4.210242, -2.657772], [0.236105, 3.093125, -3.689568], [2.216942, 5.084099, -3.326918], [-0.206415, 1.111236, -0.207998], [0.296852, -0.318407, -0.263455], [0.918561, -0.729164, 1.085234], [-0.619031, -1.288338, -0.792861], [-1.209248, 1.342186, 0.151296], [-0.241857, 1.571673, -1.195325], [0.405869, 1.740682, 0.437768], [1.163519, -0.323525, -0.924477], [0.330161, -0.546894, 1.984487], [1.780649, -0.064014, 1.134968], [1.381325, -1.713758, 1.017861], [-1.221924, -0.826980, -1.380452], [-0.737827, -0.557279, -3.899276], [-0.460873, -0.342886, -5.316492], [-0.802392, -1.539591, -6.148905], [-1.335508, 0.674728, -5.768287], [-1.725965, -0.950573, -3.660496], [-0.412306, 0.267096, -3.264810], [-0.045509, -1.326822, -3.557830], [0.565231, -0.080325, -5.573952], [-0.859503, -1.359100, -7.222345], [-1.758877, -1.959553, -5.837675], [0.010324, -2.254546, -6.020755], [-0.970414, 0.943409, -6.614528], [4.418788, -1.933355, 0.787833], [4.841895, -3.355396, 0.315424], [5.998015, -3.208788, -0.574189], [5.465843, -3.848526, 1.527579], [4.474442, -1.117639, 0.066994], [5.071892, -1.543628, 1.568652], [3.429992, -2.143159, 1.195702], [4.027131, -3.932421, -0.121967], [5.667205, -2.748327, -1.505123], [6.333796, -4.237135, -0.707870], [6.774099, -2.558685, -0.170261], [6.341309, -3.470864, 1.639541]], "forces_ev_per_angstrom": [[-0.60, 2.18, 0.32], [-0.29, -0.69, 0.52], [0.47, -2.00, 0.90], [-0.44, 0.53, -0.76], [-0.26, -0.22, 0.26], [0.56, -0.38, 0.27], [0.31, 0.26, -0.59], [0.38, -0.63, -0.01], [-0.57, 0.53, -0.18], [0.14, -0.28, -0.58], [0.07, 0.58, 0.11], [0.27, 0.01, -0.24], [-0.47, 0.56, -1.18], [0.04, -2.55, 0.75], [1.42, 0.68, -1.97], [-0.73, 1.36, 1.03], [0.24, -0.04, 0.25], [-0.25, -0.13, -0.15], [-0.19, 0.29, -0.16], [-0.28, 0.10, 0.49], [0.17, -0.35, -0.42], [-0.28, 0.31, 0.45], [0.23, -0.08, 0.89], [-0.08, -0.22, 0.20], [-0.38, -1.31, 0.39], [-0.05, -0.49, -0.43], [0.64, -0.19, 0.07], [1.42, 0.43, -0.71], [0.33, -0.20, 0.21], [-0.48, 0.48, 0.09], [0.00, 0.67, -0.59], [0.06, -0.09, 0.38], [-0.53, 0.53, 0.18], [-0.05, -0.01, 0.43], [0.04, 0.11, 0.04], [-0.49, 0.11, -0.02], [-0.75, -1.62, 0.93], [1.99, 0.95, -1.00], [-0.73, -0.05, 1.38], [-1.36, 0.12, -0.25], [-0.36, 0.06, -0.19], [0.27, 0.79, 0.07], [0.36, 0.09, -0.57], [0.46, 0.06, 0.21], [-0.05, -0.15, -0.55], [0.21, -0.14, 0.46], [0.18, 0.04, -0.65], [-0.18, -0.05, 0.11], [-0.24, -1.12, 0.47], [3.20, -0.12, 0.46], [-1.12, -0.48, 0.83], [-0.91, 0.23, 0.03], [0.00, 0.39, -0.08], [-0.01, -0.19, -0.25], [-0.16, 0.22, 0.05], [-0.12, 0.28, -0.37], [-0.48, 1.17, -0.41], [-0.77, -0.22, -0.61], [0.13, -0.12, 0.29], [0.04, 0.08, -0.32], [-0.06, 0.52, 0.37], [-0.67, -1.03, 1.77], [-0.13, -0.71, -0.35], [0.28, 1.74, -1.79], [0.30, 0.02, 0.10], [-0.20, -0.35, -0.16], [0.50, 0.07, -0.36], [0.03, -0.79, 1.08], [-0.10, -0.04, 0.04], [-0.05, 0.22, 0.19], [0.17, -0.01, -0.31], [-0.09, 0.30, -0.61], [0.09, 0.85, 0.03], [-1.82, -1.32, -0.88], [-0.59, -0.38, -1.94], [1.51, 0.83, 2.15], [0.27, -0.37, -0.16], [-0.65, -0.34, -0.09], [-0.17, 0.18, -0.43], [0.27, 0.21, -0.38], [-0.60, 0.34, 0.04], [0.12, -0.19, 0.25], [0.43, 0.18, 0.51], [1.14, 0.11, 0.86], [-0.22, -0.32, 0.55], [-1.04, 0.79, 0.87], [0.91, -0.57, -0.64], [-0.44, 0.35, 0.21], [0.15, 0.29, 0.17], [0.06, -0.20, -0.15], [0.31, 0.03, -0.44], [0.51, -0.24, -0.30], [0.14, -0.03, -0.09], [0.07, -0.09, 0.04], [-0.02, -0.13, -0.15], [-0.39, 0.25, -0.13], [-0.08, -1.86, -0.89], [-0.09, 0.73, -0.47], [-0.53, -0.01, 0.55], [0.50, 0.27, 1.06], [-0.27, 0.51, 0.25], [0.25, -0.33, -0.05], [-0.02, 0.49, -0.10], [0.16, 0.86, -0.40], [-0.42, 0.12, -0.37], [0.46, -0.14, 0.25], [0.07, -0.54, 0.21], [-0.02, -0.17, -0.12], [-1.78, 1.18, 0.21], [2.09, -0.41, 1.40], [-1.01, 1.15, 0.51], [1.15, -1.73, -1.68], [0.35, -0.14, -0.56], [0.11, 0.07, 0.32], [-0.26, -0.40, 0.54], [-0.30, 0.42, 0.31], [-0.67, -0.09, 0.36], [0.61, 0.43, -0.29], [-0.22, -0.56, -0.67], [-0.12, 0.00, -0.15], [-0.25, 0.12, 0.19], [-0.91, -2.42, -0.57], [-0.22, 1.88, -0.14], [1.17, 0.76, 0.91], [-0.32, 0.54, -0.56], [0.23, 0.16, 0.29], [-0.08, -0.37, -0.47], [-0.03, -0.03, -0.12], [0.27, -0.01, -0.53], [0.29, -0.59, 0.34], [-0.18, -0.05, 0.24], [0.12, 0.07, 0.09], [-0.62, 0.85, -0.33], [0.39, -0.24, 0.62], [0.29, 0.39, -0.85], [-0.08, 0.27, 0.70], [-0.35, -0.92, 0.38], [0.39, 0.03, -0.21], [0.44, -0.09, -0.21], [0.11, 0.09, -0.36], [-0.29, -0.36, -0.14], [0.11, 0.08, 0.33], [-0.52, -0.23, 0.24], [-0.09, 0.04, -0.09], [1.58, -0.94, 1.84], [-1.02, 0.14, -1.93], [0.49, -1.31, -0.07], [-0.01, 1.37, -0.09], [-0.17, 0.46, -0.27], [-0.57, 0.40, -0.12], [-0.04, -0.37, 0.00], [0.32, 0.24, 0.62], [0.04, 0.40, 0.03], [0.04, -0.13, 0.02], [-0.20, -0.53, 0.05], [-0.36, 0.27, -0.21], [-0.94, -0.52, -0.29], [2.30, 3.44, 2.30], [0.04, -0.51, -2.04], [-1.56, -2.22, 0.66], [-0.74, -0.35, -0.57], [0.05, -0.55, 0.24], [-0.13, 1.02, 0.20], [0.17, -0.45, 0.63], [0.28, -0.22, -0.39], [0.66, 0.21, -0.58], [0.00, -0.12, 0.21], [-0.12, 0.16, -0.39]], "lowdin_charge": [-0.0648, -0.4675, -0.0474, -0.0391, 0.0764, 0.0687, 0.0816, 0.1294, 0.0672, 0.0767, 0.0561, 0.0638, -0.0432, -0.4279, -0.0608, -0.0677, 0.0384, 0.0515, 0.0653, 0.1381, 0.0573, 0.0771, 0.0805, 0.0431, -0.0500, -0.4775, -0.0574, -0.0597, 0.0752, 0.0805, 0.0631, 0.1169, 0.0704, 0.0597, 0.0899, 0.0169, -0.0325, -0.4973, -0.0536, -0.0403, 0.0781, 0.0489, 0.0775, 0.1307, 0.0848, 0.0680, 0.0655, 0.0947, -0.0508, -0.4206, -0.0265, -0.0728, 0.0775, 0.0908, 0.0787, 0.1112, 0.0597, 0.0811, 0.0602, 0.0923, -0.0445, -0.5496, -0.0379, -0.0392, 0.0637, 0.0711, 0.0901, 0.1319, 0.0766, 0.0785, 0.0828, 0.0649, -0.0442, -0.5241, -0.0555, -0.0303, 0.0799, 0.0683, 0.0801, 0.1319, 0.0570, 0.0685, 0.0835, 0.0832, -0.0403, -0.4895, -0.0464, -0.0634, 0.0861, 0.0722, 0.0830, 0.1084, 0.0859, 0.0497, 0.0950, 0.0939, -0.0337, -0.4715, -0.0520, -0.0558, 0.0738, 0.0725, 0.0720, 0.1096, 0.0681, 0.0607, 0.0778, 0.0612, -0.0550, -0.4946, -0.0466, -0.0843, 0.0861, 0.0567, 0.0803, 0.1382, 0.0692, 0.0726, 0.0835, 0.0387, -0.0369, -0.4461, -0.0477, -0.0731, 0.0761, 0.0776, 0.0827, 0.1381, 0.0698, 0.0735, 0.0821, 0.0891, -0.0348, -0.4481, -0.0424, -0.0507, 0.0717, 0.0604, 0.0676, 0.1182, 0.0758, 0.0508, 0.0569, 0.0407, -0.0604, -0.5124, -0.0519, -0.0553, 0.0846, 0.0776, 0.0656, 0.1447, 0.0841, 0.0891, 0.0718, 0.0895, -0.0563, -0.4419, -0.0873, -0.0838, 0.0593, 0.0798, 0.0490, 0.1256, 0.0767, 0.0967, 0.0924, 0.0766], "charge": 0, "homo_lumo_gap_ev": 9.59, "spin_multiplicity": 1}

no.,energy (eV),HOMO level (eV)
1,-53134.163,-16.756
2,-74029.632,-9.355